1.
Here is 9 unconnected molecules or ions with the total composition C52H128BN8O24 in a non-equilibrium geometry from the OMol25 dataset. Energies are from the ωB97M-V functional and the def2-TZVPD basis.

Geometry as ORCA input:
```
! wB97M-V def2-TZVPD RIJCOSX def2/J DEFGRID3
* xyz 7 1
O -3.0218 -1.7370 3.0925
C -2.1857 -1.5472 2.2530
O -1.4480 -2.4468 1.6217
B -0.5202 -1.8210 0.6005
O -0.8989 -0.3876 0.7356
C -1.7182 -0.1686 1.7361
O -2.2214 0.9469 2.0815
O -0.7590 -2.4145 -0.7926
C 0.4324 -2.6780 -1.3119
O 0.5939 -2.9982 -2.4965
C 1.4731 -2.4972 -0.2208
O 0.9075 -2.1339 0.9472
O 2.6885 -2.5739 -0.4425
C 6.5362 6.5964 7.2437
O 5.6838 7.0778 6.2274
C 5.6420 8.5206 6.2986
C 4.3432 8.9777 5.7809
N 3.2522 8.4407 6.6563
H 3.4132 7.4676 6.9338
H 3.1870 9.0450 7.4778
C 1.9173 8.3163 5.9461
C 0.9393 7.6463 6.9533
O 1.4803 6.4400 7.2849
C 0.7891 5.9967 8.5015
H 6.5438 5.4963 7.1748
H 6.1610 6.8685 8.2254
H 7.6271 6.8234 7.1385
H 6.5008 8.7976 5.7487
H 5.8125 8.8987 7.2985
H 4.2396 8.6231 4.7245
H 4.1917 10.0523 5.8597
H 2.0571 7.7232 5.0340
H 1.5423 9.3163 5.6433
H -0.0480 7.4405 6.5490
H 0.7638 8.3485 7.8051
H 1.1929 5.0110 8.6947
H -0.2665 5.8141 8.3646
H 0.9245 6.7162 9.2536
C 4.0728 -2.6058 -12.0699
O 2.8497 -3.1781 -11.5624
C 1.7263 -2.6863 -12.3558
C 0.5324 -3.4673 -11.8789
N 0.5915 -3.3887 -10.4111
H 1.5197 -3.8113 -10.2011
H 0.6993 -2.4505 -10.0781
C -0.4360 -4.1321 -9.6645
C -0.2346 -3.7656 -8.1731
O -0.2865 -2.3851 -8.1004
C -0.4593 -1.8615 -6.7869
H 3.8489 -1.7034 -12.6087
H 4.6776 -3.2767 -12.6698
H 4.6940 -2.2616 -11.2065
H 1.9324 -2.9016 -13.3958
H 1.5965 -1.6194 -12.1917
H 0.6692 -4.4904 -12.2375
H -0.3799 -3.1449 -12.3284
H -0.2757 -5.1651 -9.8183
H -1.4606 -3.8327 -9.9081
H 0.7176 -4.1814 -7.7815
H -1.0671 -4.3080 -7.6362
H -1.3496 -2.3024 -6.2500
H -0.4997 -0.8015 -6.8761
H 0.3971 -2.1315 -6.1151
C 8.1673 -3.5075 -7.5580
O 7.6905 -2.4922 -6.6447
C 8.6292 -2.2017 -5.6209
C 7.8238 -1.9621 -4.3597
N 6.8077 -0.8235 -4.5140
H 7.2665 0.0310 -4.8471
H 6.1594 -1.0347 -5.3126
C 6.0427 -0.6072 -3.2881
C 4.8223 0.3072 -3.4885
O 4.5609 0.4164 -4.8387
C 4.2307 1.7217 -5.2580
H 8.4636 -4.4094 -6.9410
H 9.0179 -3.2227 -8.2711
H 7.2259 -3.7499 -8.0568
H 9.2791 -1.3958 -5.8825
H 9.3233 -3.0629 -5.4408
H 8.3767 -1.7027 -3.4812
H 7.1308 -2.8061 -4.2400
H 6.6715 -0.0682 -2.5920
H 5.7321 -1.5000 -2.8514
H 4.8488 1.3148 -3.0393
H 3.9482 -0.2291 -3.1089
H 3.3888 2.1396 -4.6858
H 3.8956 1.6269 -6.2926
H 5.0946 2.3917 -5.2719
C 2.9008 -13.1710 -2.8216
O 2.9320 -11.8423 -2.2730
C 4.0867 -11.1668 -2.4975
C 4.0906 -9.9341 -1.6115
N 2.6694 -9.5793 -1.3501
H 2.0238 -10.4581 -1.3761
H 2.5049 -9.0516 -0.4565
C 2.0928 -8.7590 -2.4789
C 0.5460 -8.6397 -2.2330
O 0.1643 -9.9437 -1.8030
C -0.6568 -10.6275 -2.7355
H 2.9498 -13.0913 -3.9223
H 1.9619 -13.6496 -2.5118
H 3.7181 -13.7947 -2.4720
H 4.2888 -10.9037 -3.5681
H 5.0049 -11.6804 -2.1391
H 4.4863 -9.0691 -2.1016
H 4.5814 -10.0735 -0.6352
H 2.2401 -9.3754 -3.3594
H 2.6597 -7.8598 -2.5431
H 0.1285 -8.3500 -3.2132
H 0.2141 -7.7854 -1.6600
H -0.4196 -10.3636 -3.7693
H -1.7072 -10.2549 -2.6396
H -0.5684 -11.6834 -2.5302
C -3.7404 4.4740 -1.5468
O -4.9659 4.7546 -2.0727
C -5.7248 3.6317 -2.4284
C -6.7728 4.1788 -3.4271
N -6.0319 4.9139 -4.5253
H -5.0433 4.7188 -4.6473
H -6.4868 4.6028 -5.3957
C -6.2629 6.4199 -4.6143
C -7.7076 6.5415 -4.9599
O -8.0939 5.6436 -5.9815
C -9.2608 5.9732 -6.7080
H -3.4870 5.4116 -1.0415
H -2.9974 4.2790 -2.2620
H -3.6565 3.7177 -0.7519
H -6.2537 3.1960 -1.5571
H -5.0193 2.8924 -2.8404
H -7.4087 4.9969 -3.0535
H -7.3613 3.3956 -3.9258
H -5.6341 6.7258 -5.4204
H -6.0129 6.9585 -3.7154
H -7.9738 7.5396 -5.3153
H -8.3604 6.4009 -4.0752
H -10.0703 5.9272 -5.9544
H -9.4511 5.2499 -7.4909
H -9.1758 6.9986 -7.1834
C -11.0746 3.7656 1.5882
O -10.2966 3.2862 2.7410
C -10.5907 4.0299 3.9255
C -9.5408 3.5206 4.8668
N -9.6370 1.9842 4.9714
H -10.4366 1.7654 5.5215
H -9.7780 1.5349 4.0251
C -8.4145 1.3484 5.5803
C -7.1835 1.3508 4.6523
O -7.5019 0.5341 3.5208
C -6.4954 0.3912 2.5716
H -10.7778 3.2337 0.6802
H -10.9524 4.8434 1.3371
H -12.1392 3.6103 1.7773
H -11.6226 3.7644 4.1988
H -10.5770 5.0917 3.7311
H -9.6108 3.9534 5.8241
H -8.6182 3.8602 4.4429
H -8.7767 0.3346 5.7464
H -8.1773 1.8476 6.5163
H -6.4070 0.9154 5.2904
H -6.8922 2.3761 4.3042
H -6.1933 1.3550 2.1045
H -6.8873 -0.2717 1.7706
H -5.5591 -0.0940 2.9241
C -4.3244 -0.5723 8.2038
O -4.4259 -1.6460 7.2323
C -4.3116 -2.9485 7.7962
C -4.2051 -3.9796 6.6384
N -3.4315 -3.4682 5.4646
H -4.0165 -2.9198 4.8258
H -2.6646 -2.8973 5.7765
C -2.8854 -4.6324 4.6555
C -1.4632 -5.0114 5.0933
O -0.6995 -3.8784 5.2889
C 0.6801 -4.1220 5.4208
H -3.3185 -0.6237 8.6302
H -5.1448 -0.6417 8.9331
H -4.3478 0.3557 7.6341
H -5.2181 -3.0386 8.4391
H -3.4446 -3.0717 8.4501
H -5.1954 -4.2775 6.2221
H -3.6538 -4.8537 6.9972
H -2.9807 -4.2959 3.5991
H -3.5323 -5.4898 4.8168
H -1.0581 -5.7469 4.4083
H -1.6597 -5.5706 6.0258
H 1.1844 -3.1391 5.3278
H 1.0739 -4.7776 4.6332
H 0.9906 -4.5476 6.3977
C 9.3701 4.9838 4.0919
O 8.0094 4.6188 4.3086
C 7.6203 3.3202 4.0119
C 6.2034 3.1629 4.5933
N 5.3294 4.3309 4.3432
H 5.8827 5.1626 4.6308
H 5.1354 4.4317 3.3243
C 4.1149 4.3475 5.2383
C 3.1086 3.3248 4.8096
O 2.9636 3.4136 3.4105
C 2.0244 2.4268 2.9929
H 9.6608 4.8947 3.0640
H 9.9683 4.3375 4.7232
H 9.5588 6.0280 4.3414
H 8.2542 2.5965 4.5801
H 7.7901 3.0620 2.9628
H 6.2058 3.0807 5.6918
H 5.6833 2.3050 4.1520
H 3.6378 5.2983 5.1226
H 4.4520 4.2398 6.2633
H 2.1589 3.5229 5.2486
H 3.4345 2.3223 5.0935
H 2.1970 2.2655 1.9175
H 0.9781 2.7300 3.1721
H 2.0899 1.5036 3.5534
*
```

Summary:
HOMO energy, eV: -19.442
Maximum force, eV/Å: 5.0
E_LUMO, eV: -9.73
Frontier orbital gap, eV: 9.71

---

2.
Here is 11 unconnected molecules or ions with the total composition C44H77N11 in a non-equilibrium geometry from the OMol25 dataset. Energies are from the ωB97M-V functional and the def2-TZVPD basis.

Geometry as ORCA input:
```
! wB97M-V def2-TZVPD RIJCOSX def2/J DEFGRID3
* xyz 0 1
C 0.7609 -1.7166 -4.6917
C 0.8362 -3.2257 -4.6784
C -0.0849 -3.9584 -5.7448
C 0.2889 -3.4552 -7.0811
N 0.6889 -3.0626 -8.1347
H 1.5053 -1.3788 -3.9707
H -0.1924 -1.3364 -4.3246
H 0.9378 -1.2904 -5.6792
H 0.4611 -3.5803 -3.7184
H 1.8816 -3.5324 -4.7139
H -1.1670 -3.8277 -5.7369
H 0.1696 -5.0073 -5.5924
C -7.5264 4.0262 1.7449
C -6.0646 3.7229 1.4498
C -5.4833 2.5125 2.1304
C -4.0896 2.0424 1.8471
N -3.0045 1.7505 1.6171
H -7.7440 3.8617 2.8002
H -7.9854 3.2397 1.1457
H -7.6945 5.0322 1.3604
H -5.3560 4.5310 1.6319
H -5.9506 3.4975 0.3895
H -6.1943 1.6942 2.0169
H -5.5483 2.6752 3.2062
C -1.9804 5.1479 1.1880
C -0.6577 5.5505 0.5615
C 0.1219 6.6912 1.3494
C -0.4352 7.9949 0.9922
N -0.8647 9.0363 0.6182
H -2.6058 5.9780 1.5166
H -1.7633 4.5077 2.0431
H -2.4925 4.6656 0.3554
H -0.9777 5.9442 -0.4032
H -0.1574 4.6138 0.3160
H 1.1623 6.7838 1.0376
H 0.1387 6.5690 2.4324
C -1.6365 -4.2633 -0.0138
C -1.1091 -5.3505 0.9248
C -2.2723 -6.2598 1.5076
C -1.7410 -7.6096 1.8608
N -1.3570 -8.6980 2.0735
H -0.7970 -3.8091 -0.5402
H -2.2136 -3.4399 0.4069
H -2.2844 -4.6504 -0.8002
H -0.4608 -4.9148 1.6851
H -0.5198 -6.0033 0.2810
H -2.9579 -6.4532 0.6826
H -2.7897 -5.6700 2.2642
C 4.1352 1.1442 2.7525
C 3.1713 0.2763 3.4779
C 3.8660 -0.8190 4.3815
C 4.4199 -0.2719 5.5854
N 4.8548 0.2550 6.5187
H 4.9049 1.6352 3.3479
H 3.6218 1.8965 2.1537
H 4.6575 0.4697 2.0739
H 2.4291 -0.1538 2.8054
H 2.5121 0.8467 4.1323
H 4.7187 -1.1602 3.7946
H 3.1682 -1.5987 4.6870
C 0.2261 1.0710 -1.7490
C -0.2717 1.6513 -0.4306
C 0.0756 1.0803 0.8555
C -0.0743 -0.3637 0.8845
N -0.1354 -1.5216 0.9373
H 1.3036 0.9268 -1.6692
H 0.1603 1.8081 -2.5492
H -0.2054 0.1259 -2.0786
H -1.3519 1.6661 -0.5753
H 0.0055 2.7014 -0.3383
H -0.5430 1.4000 1.6941
H 1.1233 1.2667 1.0917
C -3.4018 1.7948 5.5584
C -2.2657 2.2286 4.6077
C -0.9735 2.5970 5.3195
C 0.1875 3.0005 4.3780
N 1.0625 3.2945 3.7049
H -3.0641 1.1874 6.3981
H -4.2095 1.2886 5.0299
H -3.8899 2.6372 6.0486
H -2.6504 3.0623 4.0203
H -2.1019 1.4430 3.8701
H -0.6502 1.7802 5.9648
H -1.2078 3.3778 6.0431
C -1.7322 -1.8391 4.4755
C -2.7354 -2.8862 3.9270
C -3.7282 -2.5028 2.8535
C -4.7687 -1.5287 3.0709
N -5.5740 -0.7128 3.1900
H -1.1254 -2.2004 5.3058
H -2.3022 -0.9985 4.8712
H -1.2139 -1.4485 3.5998
H -3.4238 -3.0561 4.7548
H -2.2333 -3.7722 3.5384
H -4.1852 -3.4063 2.4499
H -3.2266 -1.9638 2.0497
C 3.3588 -4.1128 -0.0458
C 2.7353 -4.1220 1.4499
C 3.8126 -4.2781 2.5180
C 5.0697 -3.5153 2.3373
N 6.0403 -2.9225 2.2897
H 2.6826 -4.5917 -0.7540
H 4.2763 -4.6815 -0.1970
H 3.4402 -3.1037 -0.4497
H 1.9788 -4.8526 1.7363
H 2.2870 -3.1290 1.4176
H 4.1228 -5.3200 2.5970
H 3.4611 -4.0326 3.5202
C 6.3237 1.0053 -5.7022
C 5.2908 -0.1137 -5.6208
C 4.7644 -0.3231 -4.1512
C 3.8187 0.6674 -3.8567
N 3.0668 1.5481 -3.6938
H 5.9093 1.9315 -5.3041
H 6.6445 1.2476 -6.7153
H 7.1560 0.7274 -5.0555
H 5.7351 -1.0488 -5.9619
H 4.4141 0.0718 -6.2414
H 5.5785 -0.3370 -3.4266
H 4.4323 -1.3452 -3.9694
C 1.1204 1.3008 -8.0783
C -0.2696 1.2810 -7.3684
C -0.2466 1.5478 -5.8108
C 0.2140 2.9561 -5.6194
N 0.5201 4.0416 -5.4642
H 1.6063 2.2654 -8.2251
H 0.9935 0.9962 -9.1172
H 1.8861 0.6525 -7.6523
H -0.4650 0.2087 -7.3804
H -1.1163 1.7998 -7.8178
H 0.4298 0.8919 -5.2627
H -1.2242 1.4046 -5.3504
*
```

Summary:
HOMO energy, eV: -11.150
Maximum force, eV/Å: 4.9
E_LUMO, eV: -0.03
Structure (SMILES): CCCC#N.CCCC#N.CCCC#N.CCCC#N.CCCC#N.CCCC#N.CCCC#N.CCCC#N.CCCC#N.CCCC#N.CCCC#N
ΔE to the lowest compared entry with this formula, charge and spin, eV: 4.314
Frontier orbital gap, eV: 11.12

---

3.
Here is 2 unconnected molecules or ions with the total composition C4H6O4 in a non-equilibrium geometry from the OMol25 dataset. Energies are from the ωB97M-V functional and the def2-TZVPD basis.

Geometry as ORCA input:
```
! wB97M-V def2-TZVPD RIJCOSX def2/J DEFGRID3
* xyz -2 1
C 0.5976 0.6539 -1.9601
C 1.3437 1.5601 -2.9971
O 2.4345 1.0678 -3.4037
O 0.8144 2.6532 -3.2738
H 1.0172 0.8907 -0.9817
H 0.8136 -0.3965 -2.1578
H -0.4731 0.8394 -2.0195
C -0.3389 -0.9412 2.1758
C -1.8166 -1.1852 2.7299
O -2.3867 -2.2265 2.3727
O -2.1827 -0.2608 3.5048
H -0.3694 -0.3756 1.2485
H 0.1895 -1.8752 1.9332
H 0.3568 -0.4041 2.8290
*
```

Summary:
HOMO energy, eV: -1.764
Maximum force, eV/Å: 2.1
E_LUMO, eV: 6.42
ΔE to the lowest compared entry with this formula, charge and spin, eV: 0.000
Frontier orbital gap, eV: 8.19

---

4.
Here is a gas-phase ion, C5H6PS (charge -1) in a non-equilibrium geometry from the OMol25 dataset. Energies are from the ωB97M-V functional and the def2-TZVPD basis.

Geometry as ORCA input:
```
! wB97M-V def2-TZVPD RIJCOSX def2/J DEFGRID3
* xyz -1 1
C -1.8589 0.6758 -0.1469
C -0.3828 0.2202 0.1124
C -0.0163 -1.1307 -0.0657
C 1.2488 -1.4170 0.2333
P 2.2884 0.0037 0.6952
S 3.6240 0.4874 -0.7066
C 0.5319 1.1501 0.3281
H -2.0033 1.0707 -1.2275
H -2.3063 1.3815 0.6925
H -2.3698 -0.3181 -0.0648
H -0.7034 -1.8045 -0.3410
H 1.5017 -2.5098 0.1245
H 0.4460 2.1907 0.3666
*
```

Summary:
HOMO energy, eV: -2.535
Maximum force, eV/Å: 5.2
E_LUMO, eV: 3.82
Structure (SMILES): CC1=CC=P([S-])=C1
ΔE to the lowest compared entry with this formula, charge and spin, eV: 0.748
Frontier orbital gap, eV: 6.35

---

5.
Here is a molecular structure, C32H30N6O6Sc in a non-equilibrium geometry from the OMol25 dataset. Energies are from the ωB97M-V functional and the def2-TZVPD basis.

Geometry as ORCA input:
```
! wB97M-V def2-TZVPD RIJCOSX def2/J DEFGRID3
* xyz 1 1
Sc 0.2877 -0.0355 -0.4053
C 1.2560 4.0504 -1.1983
C 1.6298 2.6127 -1.0359
O 0.6249 1.7660 -1.0844
C 2.9130 2.2123 -0.8384
C 3.3190 0.8352 -0.7618
C 4.7661 0.4953 -0.9346
N 2.4330 -0.1020 -0.5830
N 2.9241 -1.4211 -0.6750
C 1.9596 -2.2041 -1.0037
O 0.7157 -1.7713 -1.2225
C 2.2008 -3.6619 -1.1140
C 3.3940 -4.2211 -0.6643
C 3.6050 -5.5843 -0.7836
C 2.6308 -6.3970 -1.3530
C 1.4405 -5.8422 -1.7996
C 1.2243 -4.4761 -1.6775
H 0.9957 4.2485 -2.2407
H 2.0685 4.7135 -0.9094
H 0.3712 4.2695 -0.5990
H 3.6876 2.9657 -0.8469
H 5.3613 1.3980 -1.0445
H 4.9007 -0.1403 -1.8091
H 5.1198 -0.0834 -0.0814
H 4.1453 -3.5784 -0.2261
H 4.5332 -6.0162 -0.4333
H 2.8027 -7.4610 -1.4502
H 0.6825 -6.4718 -2.2470
H 0.3022 -4.0317 -2.0261
O 3.5625 2.4765 6.7168
C 3.5560 2.6796 5.3836
O 4.2459 3.5288 4.9029
C 2.5884 1.8765 4.5534
C 1.9101 0.7489 5.0052
C 1.0514 0.0557 4.1673
C 0.8632 0.5005 2.8656
C 1.5583 1.6030 2.3995
C 2.4124 2.2920 3.2412
N -0.0032 -0.1655 1.9267
C -0.9814 -0.8639 2.3416
C -1.8624 -1.6035 1.4169
C -2.8829 -2.3926 1.9039
C -3.6593 -3.1027 0.9945
C -3.3624 -3.0046 -0.3501
C -2.3066 -2.1895 -0.7476
N -1.5878 -1.4845 0.1140
H 2.8888 1.8365 6.9764
H 2.0597 0.3544 6.0035
H 0.5834 -0.8478 4.5339
H 1.4500 1.9438 1.3738
H 2.9634 3.1537 2.8905
H -1.2121 -0.9406 3.4025
H -3.0603 -2.4584 2.9696
H -4.4713 -3.7296 1.3376
H -3.9255 -3.5518 -1.0929
H -2.0227 -2.1176 -1.7905
O -4.0909 2.1422 -5.9390
C -4.9927 1.5632 -5.0126
N -4.2659 1.4882 -3.7652
C -4.7188 2.0885 -2.6350
O -5.8131 2.6018 -2.5313
C -3.7747 2.1079 -1.4576
C -4.0242 3.0138 -0.4364
C -3.1724 3.0542 0.6517
C -2.1049 2.1734 0.6915
N -1.8762 1.2738 -0.2654
C -2.6960 1.2541 -1.3168
H -4.5750 2.4220 -6.7231
H -5.2871 0.5637 -5.3362
H -5.8801 2.1712 -4.8465
H -3.2797 1.3092 -3.8597
H -4.8818 3.6683 -0.5227
H -3.3235 3.7560 1.4601
H -1.4036 2.1886 1.5187
H -2.4898 0.4948 -2.0656
*
```

Summary:
HOMO energy, eV: -10.498
Maximum force, eV/Å: 1.1
E_LUMO, eV: -4.16
Frontier orbital gap, eV: 6.34